# 1
Computed, not measured: a structure of composition C29H25ClPReTe, with ωB97M-V with the def2-TZVPD basis set.

```
58
Properties=species:S:1:pos:R:3:forces:R:3:mulliken_charge:R:1
C 0.862485 0.206241 2.320725 -0.61 0.30 1.51 -0.487
C -0.180058 1.005914 1.750943 -0.10 0.45 0.84 -0.059
C -1.354998 0.211906 1.656362 -0.47 0.11 1.50 -0.390
H -0.113338 2.061902 1.508927 0.14 -0.38 -0.26 0.375
C -1.081846 -1.087141 2.187716 -0.86 0.41 1.34 -0.873
C 0.296929 -1.097512 2.631737 0.11 -0.28 0.63 -0.320
H 0.839498 -1.954238 3.028090 -0.22 0.31 0.05 0.428
H 1.880807 0.536592 2.455338 -0.12 -0.16 0.17 0.618
H -2.313559 0.568240 1.321320 -0.05 -0.10 -0.38 0.627
H -1.778405 -1.916080 2.162248 0.14 0.07 0.27 0.467
Re 0.224868 -0.773519 0.591962 2.29 -0.88 -6.40 0.519
Cl -0.289360 -2.003039 -1.374818 -0.20 0.19 0.72 -0.477
P -1.332425 1.598192 -2.028302 0.84 -0.81 1.68 0.758
C -3.024866 1.270969 -1.585281 0.20 0.21 0.05 0.403
C -3.844965 2.408842 -1.540897 -0.28 -0.47 -0.01 -0.227
H -3.406618 3.402619 -1.656156 -0.30 -0.32 -0.06 0.440
C -5.211735 2.224351 -1.375448 -0.03 -0.24 0.10 -0.696
H -5.858283 3.103585 -1.382455 0.01 -0.42 0.06 0.433
C -5.715939 0.923897 -1.216982 0.20 0.24 0.01 -0.535
H -6.782997 0.791810 -1.095335 0.00 -0.04 -0.01 0.407
C -4.875858 -0.201138 -1.191659 -0.13 0.05 0.06 -0.596
H -5.281699 -1.209574 -1.045412 0.08 0.54 -0.04 0.435
C -3.510275 -0.041321 -1.362430 0.31 0.67 -0.32 -0.231
H -2.811382 -0.884844 -1.344230 -0.31 0.29 -0.10 0.336
C -0.787069 3.232733 -1.567866 0.20 -0.78 -0.05 0.539
C -1.145666 3.790031 -0.317793 0.05 0.11 -0.57 -0.457
H -1.753834 3.221093 0.397766 0.16 0.35 -0.43 0.769
C -0.725016 5.085090 -0.046599 0.03 -0.11 -0.02 -0.874
H -1.035278 5.554785 0.894940 0.29 -0.08 -0.49 0.418
C 0.074822 5.761061 -0.983474 0.02 -0.20 -0.09 -0.558
H 0.388391 6.773414 -0.768866 -0.02 0.03 -0.02 0.407
C 0.508220 5.150278 -2.170622 0.04 0.07 0.24 -0.600
H 1.146161 5.673064 -2.887976 -0.18 -0.06 0.43 0.432
C 0.114566 3.850297 -2.451717 -0.44 0.20 0.27 -0.707
H 0.455544 3.315197 -3.342343 -0.19 0.34 0.23 0.399
C -0.891609 1.055535 -3.642915 -0.03 -0.18 -0.07 0.468
C -1.907465 1.329163 -4.569206 0.47 -0.05 0.05 -0.470
H -2.851678 1.750063 -4.214727 0.26 -0.10 -0.35 0.383
C -1.649295 1.078203 -5.901255 0.38 -0.25 -0.23 -0.674
H -2.409816 1.328945 -6.638536 0.32 -0.19 -0.01 0.417
C -0.411677 0.515351 -6.256994 -0.01 -0.03 -0.04 -0.490
H -0.213557 0.322847 -7.308071 -0.02 0.02 0.15 0.374
C 0.575799 0.174659 -5.312542 -0.35 0.15 -0.13 -0.571
H 1.524249 -0.281322 -5.613125 -0.47 0.16 -0.01 0.443
C 0.339058 0.436525 -3.971575 -0.67 0.54 0.28 0.073
H 1.052804 0.186733 -3.176500 -0.24 0.10 -0.40 0.148
Te 2.564978 0.147089 -0.456339 -0.02 0.11 -0.59 -0.121
C 3.385886 -1.504324 0.589001 -0.01 0.08 0.30 -0.009
C 4.136961 -1.176949 1.731916 -0.42 -0.62 -0.14 -0.526
C 4.441216 -2.184915 2.644264 0.05 -0.15 -0.17 -0.535
C 4.019199 -3.501760 2.407753 -0.12 0.04 -0.13 -0.429
C 3.309013 -3.825836 1.242274 0.36 0.22 0.19 -0.485
C 3.017213 -2.831772 0.304553 -0.13 0.47 0.53 -0.228
H 4.429347 -0.139643 1.890240 -0.02 -0.29 0.11 0.491
H 5.003099 -1.939044 3.543109 -0.08 -0.13 -0.16 0.390
H 4.246364 -4.283977 3.138015 -0.09 0.31 -0.27 0.382
H 2.980674 -4.848913 1.069973 0.12 0.19 0.01 0.401
H 2.445851 -3.044794 -0.596435 0.13 -0.06 0.17 0.448
```
Positions in Å, forces in eV/Å.

## Properties
multiplicity	4
highest occupied orbital energy (spin up / spin down)	-9.8 / -10.0	eV
net charge	+1
⟨S²⟩	3.78
orbital gap (spin up / spin down)	7.07 / 4.76	eV

***

# 2
Computed, not measured: a structure of composition C2H10N3OsS, with ωB97M-V with the def2-TZVPD basis set.

```
17
Properties=species:S:1:pos:R:3:forces:R:3:mulliken_charge:R:1
C -1.139722 -0.849322 3.373865 1.02 -0.39 -0.08 -0.745
Os 0.818174 0.805629 -0.792832 -0.26 0.07 -0.58 0.968
N -0.149847 1.798591 -2.404165 -1.31 1.71 -1.37 -0.804
N -0.105589 -1.045810 -1.196535 -1.30 -2.14 -0.84 -0.899
H 0.380793 1.808134 -3.277983 0.14 -0.12 0.14 0.350
H -1.780319 0.017010 3.410282 -0.54 0.00 -0.03 0.249
H -0.504430 -0.814707 4.271476 -0.17 -0.11 -0.32 0.262
H -0.475085 -0.738241 2.492039 -0.33 -0.19 0.45 -0.035
H -1.655951 -1.823894 3.343630 0.01 0.66 -0.03 0.272
H 0.242584 -1.507066 -2.053084 -0.05 0.19 0.43 0.372
H -1.129014 -1.019290 -1.309560 0.35 -0.08 0.20 0.347
H 0.078731 -1.717398 -0.439127 -0.06 0.27 -0.20 0.358
H -1.069047 1.436856 -2.665269 0.01 0.00 0.02 0.351
H -0.325228 2.790956 -2.211171 0.04 -0.14 -0.01 0.374
S 0.887857 1.581717 1.112057 0.08 1.14 1.81 -0.110
C 2.431308 -0.104822 -0.813956 3.80 -1.35 0.56 0.072
N 3.494783 -0.618342 -0.839667 -1.42 0.47 -0.16 -0.382
```
Positions in Å, forces in eV/Å.

## Properties
multiplicity	5
highest occupied orbital energy (spin up / spin down)	-11.9 / -14.2	eV
net charge	+1
⟨S²⟩	6.04
orbital gap (spin up / spin down)	7.12 / 7.64	eV

***

# 3
Computed, not measured: a cluster of 13 separate species, C2H29O13 in total, with ωB97M-V with the def2-TZVPD basis set.

```
44
Properties=species:S:1:pos:R:3:forces:R:3:mulliken_charge:R:1
O 2.463568 -0.746523 2.072886 0.29 9.80 -0.44 -0.177
H 1.943568 -0.289523 1.250886 2.02 0.96 0.49 0.180
H 3.409568 -0.604523 2.057886 0.35 -0.26 -0.39 0.418
H 2.206568 -1.561523 1.986886 -1.82 -10.83 -0.05 0.289
C 0.495568 -0.022523 -0.129114 -1.56 4.21 4.56 -0.142
O 1.671568 0.792477 -0.029114 -1.63 -1.59 0.10 -1.191
H -0.588432 0.645477 -0.124114 2.36 -0.90 0.81 -0.258
H 0.427568 -0.653523 0.808886 -0.77 -0.04 -1.44 -0.338
H 0.238568 -0.443523 -0.999114 0.61 -2.73 -3.30 1.245
C 2.283568 -3.140523 0.319886 4.06 -2.53 2.76 -0.368
O 2.303568 -3.428523 1.731886 -1.56 1.97 -0.68 -0.921
H 2.256568 -4.171523 -0.137114 0.27 1.09 -0.56 0.301
H 3.340568 -2.635523 0.241886 -1.50 -0.67 -1.37 0.089
H 1.555568 -2.543523 -0.148114 -1.41 1.09 -0.36 0.034
O -2.511432 3.074477 -1.444114 -4.95 -2.27 0.91 -0.603
H -1.643432 3.221477 -1.196114 2.99 0.14 1.17 0.316
H -2.967432 2.393477 -0.789114 2.34 2.36 -2.32 0.285
O 0.963568 1.843477 2.259886 -1.74 1.35 -0.93 -0.801
H 0.083568 2.335477 2.164886 1.91 -1.07 0.20 0.317
H 1.243568 1.614477 1.307886 -0.07 0.04 0.56 0.417
O 2.695568 0.586477 -2.559114 0.46 -0.39 -0.35 -0.702
H 2.010568 0.915477 -3.122114 -0.39 0.46 -0.72 0.273
H 2.257568 0.539477 -1.701114 0.19 0.15 1.02 0.332
O 0.741568 3.326477 -0.958114 -2.64 -6.34 -9.73 -0.655
H 0.868568 3.851477 -0.337114 1.97 7.00 9.06 0.199
H 0.760568 2.409477 -0.699114 0.75 -0.66 0.69 0.329
O -3.052432 1.107477 0.982886 -2.92 0.12 1.43 -0.649
H -3.536432 0.831477 1.823886 1.50 0.28 -0.93 0.315
H -3.850432 1.545477 0.583886 1.09 -0.32 0.04 0.339
O 0.258568 -1.564523 -4.345114 1.15 2.18 1.04 -0.593
H 0.480568 -0.634523 -3.937114 -0.99 -2.92 -1.38 0.286
H -0.369432 -1.428523 -5.060114 -0.06 0.39 0.22 0.302
O -2.794432 -1.185523 -0.555114 -1.17 0.87 1.59 -0.564
H -3.742432 -1.337523 -0.476114 -0.42 -1.36 -1.20 0.358
H -2.940432 -0.472523 0.115886 1.62 0.47 -0.70 0.230
O -1.467432 0.243477 -2.793114 0.94 -1.64 4.09 -0.699
H -1.229432 -0.132523 -1.793114 -1.60 1.13 -4.06 0.441
H -0.781432 0.904477 -2.828114 0.21 0.84 -0.32 0.345
O -1.857432 -1.584523 2.303886 1.89 -1.94 1.04 -0.758
H -2.242432 -1.269523 1.525886 -1.00 0.83 -1.91 0.361
H -1.243432 -2.266523 1.907886 -0.67 0.81 0.99 0.303
O 0.058568 -0.058523 3.987886 0.52 0.87 -0.86 -0.667
H -0.609432 -0.508523 3.481886 -0.85 -0.87 0.03 0.380
H 0.408568 0.502477 3.242886 0.19 -0.08 1.18 0.402
```
Positions in Å, forces in eV/Å.

## Properties
highest occupied orbital energy	-3.6	eV
net charge	-1
orbital gap	5.14	eV

***

# 4
Computed, not measured: a cluster of 2 separate species, CBrFN2O4 in total, with ωB97M-V with the def2-TZVPD basis set.

```
9
Properties=species:S:1:pos:R:3:forces:R:3:mulliken_charge:R:1
C -0.415399 0.663837 -0.562849 -0.39 -0.15 0.29 0.207
N 0.266553 -1.921512 0.138485 2.72 4.45 -0.75 0.920
N 0.419768 1.414266 0.426356 -0.95 -1.56 -1.74 1.001
O 1.411498 -2.135876 -0.097212 -0.59 -1.61 0.20 -0.446
O -0.785770 -2.324860 0.330329 -1.84 -3.06 0.49 -0.434
O -0.029304 1.369419 1.531438 0.15 0.58 1.60 -0.541
O 1.474085 1.826250 0.036355 0.74 0.66 -0.18 -0.552
F -0.219640 0.910165 -1.840315 0.05 0.04 0.78 -0.179
Br -2.121787 0.198309 0.037409 0.12 0.63 -0.68 0.025
```
Positions in Å, forces in eV/Å.

## Properties
highest occupied orbital energy (spin up / spin down)	-9.7 / -9.7	eV
orbital gap (spin up / spin down)	7.86 / 8.68	eV